1.
Entry from OMol25: a 10-piece molecular cluster, C25H64Cl2N4O9 overall in a non-equilibrium geometry (the ωB97M-V functional and the def2-TZVPD basis).

Positions of all 104 atoms, in Å:
Cl -0.45465 4.33128 0.91884
C 1.12009 4.23794 0.10995
C 2.30623 4.70634 0.96975
Cl 1.96610 6.41425 1.36685
H 1.14635 4.78070 -0.83495
H 1.34853 3.23833 -0.25980
H 3.17541 4.67716 0.31265
H 2.45776 4.11744 1.87437
C 3.64116 1.02974 1.92448
C 4.21245 1.30806 0.52498
C 5.17581 0.12622 0.11645
O 3.13703 1.40340 -0.46267
H 3.15391 0.06818 2.08596
H 2.89059 1.77690 2.18238
H 4.47253 0.99091 2.62832
H 4.72229 2.26984 0.58095
H 5.65357 0.29230 -0.84910
H 4.67345 -0.81425 -0.10989
H 5.91102 -0.19046 0.85623
H 2.58676 0.63302 -0.30356
C -3.75180 -1.31841 1.56316
C -4.46224 -0.03265 1.27199
C -5.06279 0.59109 2.53173
O -3.58945 0.81973 0.51277
H -4.21860 -2.03088 2.24328
H -2.72560 -1.17473 1.90137
H -3.58496 -1.84503 0.62351
H -5.28425 -0.19069 0.57384
H -5.54831 1.52282 2.24146
H -4.17501 0.89083 3.08861
H -5.61680 -0.09141 3.17622
H -4.11309 1.13626 -0.22696
C 2.10707 -4.68434 2.83039
C 1.21640 -3.63714 2.21882
C 0.65504 -2.58556 3.25066
O 2.10179 -2.95801 1.37717
H 2.98828 -4.22083 3.27390
H 2.53281 -5.26822 2.01434
H 1.57949 -5.25755 3.59276
H 0.37041 -4.07338 1.68767
H -0.20596 -2.10192 2.78929
H 1.36836 -1.82271 3.56268
H 0.41302 -3.10313 4.17891
H 1.70811 -2.12663 1.10250
C 1.49517 -0.30908 -3.42042
C 2.56411 -1.22898 -4.07668
C 4.03558 -0.73142 -3.88844
O 2.44749 -2.50766 -3.50998
H 0.50864 -0.74036 -3.59027
H 1.48627 0.68607 -3.86504
H 1.69031 -0.22421 -2.35140
H 2.43331 -1.38420 -5.14762
H 4.77430 -1.49833 -4.12136
H 4.17371 -0.54005 -2.82430
H 4.40674 0.05789 -4.54214
H 1.63149 -2.88682 -3.84463
C -1.48068 2.16461 -2.51719
C -1.80666 3.60214 -2.93399
C -0.75595 4.26440 -3.77335
O -3.12816 3.62710 -3.44604
H -0.47615 2.02110 -2.11918
H -1.59917 1.46130 -3.34146
H -2.11102 1.99734 -1.64380
H -1.82874 4.11491 -1.97238
H -0.01964 4.77098 -3.14938
H -1.13166 5.08224 -4.38821
H -0.24437 3.47518 -4.32425
H -3.15565 4.37849 -4.04292
O 1.12111 -0.35126 0.47790
C 0.04315 0.14386 0.65764
N -0.88085 0.14854 -0.26815
C -0.20028 0.85275 1.96725
H -1.80640 0.36700 0.07202
H -0.86678 -0.38232 -1.12728
H 0.24311 1.81261 2.23214
H 0.17300 0.22520 2.77653
H -1.26653 0.98453 2.15128
O -1.13395 -1.96027 -1.99607
C -0.73071 -3.00476 -1.49322
N 0.51448 -3.31579 -1.57796
C -1.64351 -3.86733 -0.62753
H 1.08065 -2.66753 -2.10644
H 0.90659 -4.09946 -1.07573
H -1.26646 -4.88517 -0.52788
H -2.67958 -3.85991 -0.96606
H -1.63820 -3.45788 0.38263
O 2.12839 1.60795 6.12203
C 0.92073 1.51383 5.82702
N 0.28466 0.37071 5.83363
C 0.17583 2.78432 5.41097
H 0.82012 -0.32957 6.32657
H -0.72468 0.40361 5.81821
H 0.25493 2.84428 4.32549
H 0.57887 3.63538 5.95992
H -0.85404 2.72050 5.76225
O -5.18693 -1.43998 -4.70603
C -4.42408 -1.84407 -3.84211
N -4.10478 -1.19330 -2.70653
C -3.66919 -3.15809 -4.06651
H -4.45696 -0.26987 -2.49834
H -3.20130 -1.36389 -2.28853
H -2.62373 -2.96957 -4.31060
H -4.00058 -3.72868 -4.93410
H -3.79368 -3.75381 -3.16223

Its electronic energy is -76397.154 eV. Its structure (SMILES) is CC(N)=O.CC(N)=O.CC(N)=O.CC(N)=O.CC(C)O.CC(C)O.CC(C)O.CC(C)O.CC(C)O.ClCCCl. The value obtained for the HOMO energy is -9.47 eV. For the HOMO-LUMO gap, the calculation gives 9.7 eV. For the LUMO energy, the calculation gives 0.0088 hartree. The net charge is 0.

2.
Entry from OMol25: C25H64O26P5Pb as an isolated structure in a non-equilibrium geometry (the ωB97M-V functional and the def2-TZVPD basis).

Positions of all 121 atoms, in Å:
Pb -18.41584 24.75138 -20.49131
C -16.40662 24.90351 -16.62803
C -17.25124 24.85553 -17.89726
O -17.35420 25.92229 -18.53630
O -17.81114 23.78149 -18.26389
H -16.42202 23.98086 -16.05332
H -16.89400 25.62372 -15.96921
H -15.37187 25.10037 -16.90207
C -14.21472 31.42182 -17.60784
O -15.47063 30.74665 -17.41713
P -16.87837 31.44854 -17.26932
O -17.15113 32.15355 -16.00772
O -16.96210 32.36640 -18.57936
C -18.18055 32.93790 -19.00591
O -17.88442 30.20358 -17.56721
C -17.87658 29.06618 -16.72476
H -14.34632 32.50129 -17.67888
H -13.92960 31.08692 -18.60591
H -13.39812 31.20758 -16.92222
H -18.98416 32.71281 -18.30069
H -18.48365 32.59019 -19.99327
H -18.13163 34.02663 -19.02444
H -17.60486 28.16354 -17.27610
H -18.86744 28.90514 -16.29687
H -17.16487 29.17614 -15.90530
C -19.64632 23.79662 -15.79834
O -19.19712 24.60109 -14.69712
P -20.26068 25.39883 -13.80965
O -21.44678 25.91407 -14.51897
O -19.41051 26.56388 -13.13384
C -18.19990 26.15347 -12.47476
O -20.57450 24.40605 -12.60867
C -21.63137 24.67788 -11.69597
H -19.57852 24.32076 -16.75069
H -20.65655 23.43439 -15.61393
H -18.95979 22.95172 -15.85192
H -18.17529 25.11540 -12.14029
H -18.07647 26.72171 -11.55392
H -17.33738 26.31595 -13.11839
H -22.50735 25.07856 -12.20913
H -21.34772 25.47448 -11.00581
H -21.88871 23.76026 -11.17481
C -20.26484 30.05755 -19.80645
O -21.09590 29.05939 -20.39867
P -21.06894 27.53395 -19.94407
O -19.76689 26.83255 -20.15398
O -22.25452 26.85392 -20.73728
C -22.32674 26.86369 -22.15699
O -21.67810 27.55707 -18.46629
C -20.85768 27.16880 -17.35068
H -19.65917 29.68266 -18.97941
H -20.88632 30.80827 -19.31738
H -19.67588 30.50184 -20.60459
H -22.07179 25.88349 -22.56364
H -21.70064 27.63916 -22.59760
H -23.34356 27.02444 -22.51290
H -21.03822 27.77837 -16.46413
H -19.79414 27.13268 -17.58054
H -21.24301 26.22317 -16.96278
C -13.16990 24.45678 -14.47842
O -13.01165 24.00880 -13.11934
P -14.32382 24.11365 -12.18170
O -15.02534 25.41001 -12.22667
O -15.16976 22.83009 -12.64745
C -16.04087 22.87713 -13.75887
O -13.78216 23.68933 -10.73525
C -14.42942 24.25326 -9.61807
H -13.86268 23.95065 -15.14872
H -12.17203 24.55342 -14.89558
H -13.50456 25.49668 -14.42056
H -15.59676 22.50760 -14.68294
H -16.50539 23.85863 -13.88042
H -16.89483 22.23145 -13.54763
H -14.42258 25.34349 -9.61020
H -13.93302 23.89034 -8.71994
H -15.46797 23.91259 -9.61778
C -18.77321 20.77074 -17.71962
O -18.60376 19.58294 -16.96049
P -18.40149 19.64901 -15.37507
O -17.13956 20.20632 -14.87299
O -19.74401 20.37243 -14.93921
C -19.83465 20.91589 -13.62763
O -18.66600 18.11360 -14.98546
C -19.69265 17.38139 -15.67542
H -18.71069 21.70245 -17.15661
H -19.71204 20.80205 -18.27283
H -17.93132 20.80763 -18.41162
H -20.23661 21.92817 -13.67200
H -18.88076 20.95308 -13.10276
H -20.56258 20.33463 -13.06092
H -19.54630 16.30456 -15.60822
H -19.76202 17.63550 -16.72934
H -20.63213 17.56982 -15.15376
O -12.29159 27.86245 -15.31361
C -13.30378 28.12464 -15.91455
O -14.45786 28.53733 -15.37499
C -14.52964 29.05753 -14.05439
C -13.92731 30.43762 -13.94373
C -13.45185 27.75050 -17.37142
H -14.15508 28.32855 -13.33165
H -15.58083 29.09731 -13.76233
H -13.98505 30.86892 -12.94373
H -14.45655 31.11181 -14.61734
H -12.85285 30.41460 -14.13363
H -12.58832 27.20796 -17.73732
H -13.77820 28.53203 -18.05822
H -14.37150 27.15616 -17.33632
O -11.25974 22.43475 -18.72423
C -12.04168 23.01760 -18.02217
O -13.12799 22.50785 -17.44201
C -13.66330 21.28656 -17.89352
C -15.15706 21.49428 -18.16565
C -11.80154 24.44501 -17.59584
H -13.47064 20.49293 -17.17217
H -13.23096 20.93275 -18.83030
H -15.61014 20.59736 -18.58815
H -15.39550 22.34938 -18.80088
H -15.69790 21.71574 -17.24204
H -11.57152 25.06983 -18.45889
H -10.95660 24.47930 -16.91022
H -12.66324 24.94150 -17.15098

Its electronic energy is -131895.925 eV. The value obtained for the HOMO energy is -12.07 eV. For the HOMO-LUMO gap, the calculation gives 6.6 eV. For the LUMO energy, the calculation gives -0.2003 hartree. The net charge is +1.

3.
Entry from OMol25: a 9-piece molecular cluster, C25H67O9 overall in a non-equilibrium geometry (the ωB97M-V functional and the def2-TZVPD basis).

Positions of all 101 atoms, in Å:
C -1.05991 -0.91429 -2.00264
C -0.15864 0.06579 -1.18001
C 0.37877 -0.48154 0.10660
O 0.83920 0.63204 -1.96697
H -1.59910 -0.32161 -2.74164
H -1.87775 -1.32920 -1.41350
H -0.47146 -1.71810 -2.44504
H -0.83750 0.88983 -0.96047
H 1.15574 0.11871 0.58000
H 0.76285 -1.47553 -0.12264
H -0.38490 -0.59084 0.87664
C -3.93621 -3.31023 -9.58271
C -3.69188 -2.52757 -8.25827
C -4.81866 -2.74444 -7.26068
O -2.47734 -2.92935 -7.61012
H -3.07254 -3.18919 -10.23656
H -4.75385 -2.77416 -10.06458
H -4.12702 -4.36590 -9.38972
H -3.58205 -1.46755 -8.48711
H -4.64690 -3.68228 -6.73242
H -5.80456 -2.89583 -7.70018
H -4.93040 -2.01696 -6.45670
H -2.39419 -3.88457 -7.65739
C 6.73008 -0.92782 -0.61675
C 7.06918 -0.29458 -1.98642
C 8.15737 -1.09341 -2.79903
O 5.86235 -0.47982 -2.71469
H 5.89038 -0.42470 -0.13730
H 7.53233 -0.92405 0.12114
H 6.48144 -1.97105 -0.81153
H 7.33420 0.75769 -1.88351
H 9.11781 -0.95238 -2.30329
H 8.14752 -0.76056 -3.83692
H 7.90151 -2.15269 -2.82299
H 5.11394 -0.15329 -2.20984
C 6.11927 4.42603 1.30428
C 4.60237 4.41478 1.45274
C 4.18204 4.06095 2.87771
O 4.11866 5.76212 1.23987
H 6.58150 3.52210 1.70097
H 6.48967 5.31276 1.81869
H 6.49402 4.46798 0.28158
H 4.16579 3.66983 0.78750
H 4.46577 4.85865 3.56420
H 4.67146 3.11778 3.12062
H 3.10692 3.88442 2.91015
H 4.38165 6.40046 1.90695
C -3.87353 -1.82151 4.16180
C -4.06595 -3.31074 3.88443
C -2.99342 -3.89972 2.98539
O -4.01915 -4.03260 5.13334
H -3.04594 -1.67477 4.85582
H -4.80277 -1.49311 4.62740
H -3.69676 -1.23593 3.25961
H -5.04662 -3.52052 3.45735
H -2.95399 -3.39881 2.01811
H -3.21632 -4.95380 2.82003
H -1.99078 -3.77089 3.39307
H -4.84108 -3.84110 5.59089
C -3.26562 7.00892 2.40567
C -2.20450 5.91314 2.08103
C -2.44357 4.63941 2.90515
O -2.46996 5.61034 0.77774
H -4.28993 6.63674 2.38681
H -3.10825 7.83404 1.71104
H -3.03383 7.55547 3.31981
H -1.18622 6.28193 2.20427
H -3.35372 4.11648 2.61144
H -2.46343 4.88508 3.96692
H -1.64144 3.91889 2.74537
H -3.37112 5.28299 0.72929
C -5.97730 2.80173 -2.92593
C -6.68980 2.61565 -1.57572
C -6.28225 1.35689 -0.79559
O -6.31026 3.69321 -0.70621
H -6.12956 1.96558 -3.60840
H -4.91658 2.89362 -2.69241
H -6.20819 3.72922 -3.44989
H -7.77472 2.61583 -1.68079
H -5.22466 1.31681 -0.53476
H -6.52162 0.52567 -1.45882
H -6.88353 1.27303 0.10967
H -6.69532 3.61499 0.16969
C 5.11432 -1.47995 6.44950
C 3.67438 -2.01869 6.14697
C 3.77069 -3.21052 5.16472
O 3.11113 -2.43868 7.35469
H 5.81364 -2.27272 6.71511
H 5.11671 -0.72216 7.23299
H 5.56977 -1.02223 5.57134
H 3.13064 -1.14033 5.79923
H 2.77570 -3.46151 4.79716
H 4.27068 -4.07713 5.59724
H 4.31449 -2.85684 4.28876
H 2.25785 -2.86289 7.23815
C 1.90476 -6.16005 -2.58893
O 1.82303 -5.78151 -3.94365
H 2.57983 -5.53973 -1.99938
H 0.93349 -6.05815 -2.10484
H 2.26378 -7.17835 -2.43966
H 1.33787 -6.45921 -4.42004

Its electronic energy is -45435.553 eV. The relative energy (zero: lowest compared OMol25 entry of this formula, charge and spin) is 128.22 kJ/mol. The value obtained for the HOMO energy is -2.07 eV. For the HOMO-LUMO gap, the calculation gives 4.2 eV. For the LUMO energy, the calculation gives 0.0794 hartree. The net charge is -1.